Below is the molecule C4H9N3 at a distorted geometry, with properties calculated with ωB97M-V with the def2-TZVPD basis set.

```
16
Properties=species:S:1:pos:R:3
C -1.7462 0.8847 0.6646
C -1.0262 0.2697 -0.6389
C 0.5800 -1.3414 -0.2435
C 2.4158 0.7867 0.0779
H -1.0671 1.7464 0.8588
H -2.9523 0.9295 0.4372
H -1.5849 0.0896 1.6089
H -1.0568 1.1312 -1.3530
H -1.4138 -0.7155 -1.0337
H 1.5546 -1.7721 -0.2940
H -1.0318 -2.0289 0.4724
H 3.1099 1.5475 0.1333
H 2.7656 -0.3462 0.3955
N 0.3432 0.0066 -0.6937
N -0.1668 -2.2689 0.1473
N 1.2767 1.0812 -0.5392
```

Values from the calculation:
- E_tot (eV) = -8760.0119
- Kohn-Sham gap (Ha) = 0.35545
- HOMO level (eV) = -9.0
- SMILES = [H]/N=C\N(CC)N=C
- strongest force on any atom (eV/Å) = 4.97